30
Properties=species:S:1:pos:R:3:forces:R:3 method="wB97M-V/def2-TZVPD" fmax_ev_per_a=0.8 total_charge=-1 energy_ev=-95058.0705 spin_multiplicity=6 orbital_gap_ha="0.2216 / 0.1733"
Fe 0.89561 -0.08946 -0.06270 -0.3 -0.2 -0.3
O 1.10912 -0.51440 1.89219 0.1 0.0 0.4
N 0.01554 -0.65762 2.62883 0.2 0.0 -0.3
C 0.17167 -0.57201 3.96447 -0.1 0.0 0.1
C -0.89090 -0.71788 4.81221 0.1 0.0 0.0
C -2.15153 -0.95582 4.25924 -0.1 0.0 0.0
C -2.29156 -1.03573 2.89931 0.1 0.0 -0.1
C -1.18892 -0.88498 2.03108 -0.1 0.0 0.4
S -1.30639 -0.96928 0.33658 -0.1 0.0 -0.2
H 1.18725 -0.38065 4.27342 0.0 0.0 0.0
H -0.73555 -0.64172 5.87787 0.0 0.0 0.0
H -3.01525 -1.07321 4.90081 0.0 0.0 0.0
H -3.25177 -1.21313 2.43744 0.0 0.0 0.0
Te 2.71542 -2.36216 -0.44402 -0.4 -0.2 -0.2
Te 2.91706 -3.08415 -3.02939 0.0 0.1 0.2
Te 6.58799 -0.75793 -0.40306 -0.1 0.1 0.0
Te 4.06230 -0.04044 -0.27856 0.6 0.4 0.0
O 1.41651 3.51996 -1.54439 -0.1 0.2 0.6
C 0.88345 2.48907 -1.17874 -0.3 -0.3 -0.6
O 0.87506 1.89716 -0.03369 0.6 0.3 0.2
C 0.11473 1.67847 -2.20638 0.5 -0.1 0.3
C -0.89959 2.20487 -2.97254 -0.1 -0.2 -0.5
C -1.55294 1.34441 -3.84312 0.0 -0.1 0.0
C -1.14520 0.01849 -3.92270 0.1 0.0 0.1
C -0.11411 -0.42471 -3.09956 -0.1 0.2 -0.1
N 0.49581 0.39365 -2.23946 -0.6 0.0 0.0
H -1.15551 3.25096 -2.88504 0.0 0.0 0.0
H -2.37199 1.70100 -4.45586 0.0 0.0 0.0
H -1.62445 -0.67539 -4.59955 0.0 0.0 0.0
H 0.24814 -1.44738 -3.11469 0.0 0.0 0.0


11
Properties=species:S:1:pos:R:3:forces:R:3 method="wB97M-V/def2-TZVPD" fmax_ev_per_a=6.4 energy_ev=-15981.3580 spin_multiplicity=1 orbital_gap_ha=0.3270
C 1.84349 -0.48223 -0.10803 2.6 -3.0 -1.9
C -0.09038 0.46195 0.03226 -1.9 -4.4 0.3
H 2.28648 0.61586 -0.66832 -1.5 -3.1 2.2
H 2.03568 -1.31160 -0.92102 0.5 1.7 1.2
H 2.39431 -0.93398 0.81027 -0.3 1.6 -1.5
H 0.47201 1.37793 -0.16928 -0.3 -0.2 0.2
H -1.75858 1.88387 -0.37190 0.7 -5.1 2.1
H -3.44017 -0.87714 1.34616 1.9 0.8 -3.3
N 0.41858 -0.76538 0.12489 0.0 6.4 -0.5
N -1.49532 0.62108 0.14959 -1.1 4.9 -2.3
S -2.66609 -0.59036 -0.22463 -0.5 0.4 3.5


20
Properties=species:S:1:pos:R:3:forces:R:3 method="wB97M-V/def2-TZVPD" fmax_ev_per_a=4.7 energy_ev=-10299.0394 smiles="[H]/N=N/N(N)C(C)(C)C" spin_multiplicity=1 orbital_gap_ha=0.3412
C -0.74628 -1.64122 0.09134 -0.2 -1.2 -0.6
C -1.15136 0.54303 1.16917 0.9 -4.2 1.8
C -1.26438 0.41637 -1.30885 -0.1 1.8 0.0
C -0.62293 -0.13214 -0.05395 2.5 -0.8 -0.7
N 2.97828 -0.40670 0.11149 1.2 1.8 -0.1
N 1.79825 -0.77514 0.10488 -0.7 0.1 0.7
N 1.27257 1.57371 -0.40101 -1.0 -0.5 1.0
N 0.94407 0.17699 -0.06930 -4.2 1.6 -0.4
H -1.80690 -1.93666 0.47290 1.6 0.5 -1.5
H -0.38721 -2.03056 -0.96197 -1.1 0.0 2.3
H -0.09934 -2.06480 0.89928 -0.3 0.5 -0.9
H -0.35330 0.15104 1.90777 -1.7 0.9 -0.3
H -2.14468 0.04731 1.37198 0.9 1.1 0.2
H -1.12522 1.56704 1.16609 -0.3 2.5 -0.1
H -0.94335 0.09678 -2.32083 -0.2 -0.7 0.8
H -2.39299 0.30361 -1.13790 1.6 0.6 -0.6
H -0.82636 1.47777 -1.29743 -1.6 -1.0 -0.2
H 3.55767 -1.12047 0.48075 0.5 -1.3 -0.2
H 2.23643 1.39575 -0.57038 1.5 1.0 0.0
H 1.07704 2.35828 0.34597 0.8 -2.7 -1.2


39
Properties=species:S:1:pos:R:3:forces:R:3 method="wB97M-V/def2-TZVPD" fmax_ev_per_a=2.6 energy_ev=-20975.1058 spin_multiplicity=1 orbital_gap_ha=0.3081
C -1.46167 -1.26409 -1.48575 0.2 -0.3 0.4
C -2.28789 -0.79261 -0.29210 -0.7 1.5 -0.5
C -1.93933 0.64292 0.14768 -0.6 -1.4 0.5
C -1.07639 0.71373 1.17749 -1.4 1.5 -1.6
C -0.46195 2.02242 1.56845 -0.1 -0.4 0.7
C -2.66378 1.75249 -0.56320 1.5 0.9 0.3
H -1.58318 -2.33315 -1.67942 -0.4 0.1 -0.1
H -1.75867 -0.67699 -2.34863 0.2 -0.2 -0.3
H -0.39409 -1.15733 -1.28811 0.1 0.4 -0.1
H -2.13354 -1.40083 0.57555 -0.2 -0.7 0.3
H -3.34421 -0.75540 -0.61897 0.3 -0.5 0.4
H -0.97253 -0.20530 1.70087 0.9 -0.2 0.3
H -1.05736 2.87300 1.23676 0.1 -0.1 0.1
H 0.51691 2.11181 1.12289 0.5 0.1 -0.3
H -0.32013 2.07861 2.64350 -0.1 0.3 0.3
H -2.17560 1.86751 -1.54219 -0.9 0.2 0.1
H -3.73985 1.71807 -0.56217 -0.5 -1.1 -0.5
H -2.56075 2.69862 -0.02990 0.6 0.1 0.0
H 0.99190 0.43511 3.00240 -0.2 -0.5 0.0
H 1.24832 -0.68482 4.01902 -0.2 0.1 -0.2
O 0.57087 -0.33762 3.41958 0.6 0.4 0.5
H 2.74928 -1.20850 1.53437 0.3 0.1 0.1
H 3.70834 -0.30517 2.36937 0.5 -0.3 0.3
O 2.99711 -0.29396 1.73849 -0.6 0.2 -0.6
H -0.33241 -1.66058 2.70988 0.1 -0.5 0.0
H -1.69816 -2.19151 2.97938 0.5 -0.6 -0.4
O -0.85635 -2.47940 2.56822 -0.6 0.8 0.4
H 3.44359 2.45193 -1.25465 0.2 0.0 0.1
H 3.26405 0.90563 -1.16101 -0.2 0.8 -0.1
O 2.87408 1.72766 -1.51727 -0.1 -0.8 -0.1
H 1.25608 -3.05877 1.15274 0.2 -0.4 0.3
H 1.56672 -3.48481 -0.21516 0.3 -0.3 -0.2
O 1.95126 -3.53686 0.66734 -0.6 0.8 0.1
H -0.11856 1.29794 -2.84262 -0.6 0.6 0.4
H -1.24445 0.95816 -3.63295 -0.5 0.5 -0.3
O -0.95127 1.72151 -3.11497 0.3 -0.7 0.1
H 1.87481 0.20374 -4.16254 -0.3 -0.1 -0.4
H 1.31388 1.42160 -3.57999 0.2 0.6 -0.2
O 1.09557 0.77379 -4.25444 1.2 -0.7 0.1


36
Properties=species:S:1:pos:R:3:forces:R:3 method="wB97M-V/def2-TZVPD" fmax_ev_per_a=0.9 energy_ev=-28557.3054 smiles="CC(=O)c1cccc(NC(=O)c2cc(=O)c3ccccc3o2)c1" spin_multiplicity=1 orbital_gap_ha=0.3257
C -1.34637 -3.58196 0.50056 0.3 -0.1 0.2
C -0.93337 -2.15743 0.75782 0.0 -0.3 0.0
O 0.13118 -1.87776 1.26210 0.0 0.0 0.0
C -1.88685 -1.08889 0.34548 -0.1 0.6 -0.1
C -1.53310 0.21938 0.66223 -0.2 -0.1 0.1
C -2.30611 1.29121 0.23979 -0.2 -0.6 0.0
C -3.50343 1.04227 -0.42603 0.2 0.0 0.1
C -3.87951 -0.25951 -0.70721 -0.1 0.0 0.0
C -3.07092 -1.32400 -0.34992 0.2 0.0 0.1
H -3.36860 -2.32578 -0.61324 0.0 -0.1 0.0
H -4.80630 -0.44231 -1.22966 -0.1 0.0 0.0
H -4.12764 1.86823 -0.73357 -0.1 0.1 -0.1
N -1.89826 2.61205 0.47034 -0.4 0.3 0.1
C -0.63356 3.11194 0.40437 0.1 0.0 0.0
O -0.38186 4.26360 0.66600 0.2 0.0 0.0
C 0.40496 2.13167 -0.09311 0.1 0.0 -0.9
C 0.34294 1.60528 -1.33173 0.1 0.3 0.3
C 1.32623 0.63382 -1.79568 -0.1 0.1 0.0
O 1.27587 0.09917 -2.88977 0.0 0.0 0.1
C 2.36369 0.34374 -0.79179 0.1 0.1 0.3
C 3.37869 -0.57897 -1.05664 0.0 0.1 0.1
C 4.34149 -0.85168 -0.11280 0.0 -0.1 -0.1
C 4.30941 -0.20563 1.12033 -0.1 0.1 0.0
C 3.31844 0.70691 1.40686 -0.2 0.2 0.0
C 2.34146 0.98331 0.45148 0.5 -0.6 -0.4
O 1.37420 1.87733 0.79283 -0.2 0.2 0.3
H 3.27246 1.21413 2.35743 0.0 0.1 0.1
H 5.06403 -0.42282 1.86101 0.0 0.0 0.1
H 5.12142 -1.56720 -0.32378 0.1 -0.1 0.0
H 3.37410 -1.06354 -2.02126 0.0 0.0 -0.1
H -0.46437 1.86395 -1.99802 -0.1 0.0 0.0
H -2.62411 3.30215 0.62395 0.2 0.0 0.0
H -0.64264 0.36782 1.25247 0.1 0.0 0.0
H -2.30434 -3.79064 0.97109 -0.1 0.0 0.0
H -1.43944 -3.74700 -0.57093 -0.1 0.0 -0.1
H -0.58979 -4.25283 0.89901 0.0 0.0 0.0


149
Properties=species:S:1:pos:R:3:forces:R:3 method="wB97M-V/def2-TZVPD" fmax_ev_per_a=3.6 energy_ev=-73839.1293 smiles=COC[C@H](C)N.COC[C@H](C)N.COC[C@H](C)N.COC[C@H](C)N.COC[C@H](C)N.COC[C@H](C)N.COC[C@H](C)N.OCCO.OCCO.OCCO spin_multiplicity=1 orbital_gap_ha=0.3203
C 1.51732 -3.07678 3.83537 -2.3 -1.1 -0.3
C 0.05475 -3.59351 4.04460 1.3 0.0 2.6
O -0.00719 -5.00542 4.39953 -0.3 1.1 -0.6
O 1.84119 -3.41206 2.52280 1.2 0.7 -1.6
H 2.21923 -3.54455 4.52574 -0.1 0.3 0.3
H 1.47685 -1.98833 3.87710 0.4 0.0 0.3
H -0.61734 -3.18690 3.28891 0.0 -0.7 -0.5
H -0.27357 -3.13767 4.97868 -0.2 0.2 0.1
H 0.16925 -5.56735 3.64144 0.1 0.2 -0.4
H 1.90298 -4.35693 2.36465 0.0 -0.3 0.5
C 1.15026 -5.93145 0.65316 -0.6 1.0 -1.7
C -0.12533 -6.56294 -0.00284 0.9 1.0 0.1
O -0.07373 -7.95447 -0.04729 0.3 -0.7 0.6
O 1.34475 -6.06078 2.04722 -0.6 -0.9 -0.1
H 1.14484 -4.86112 0.44714 -0.4 0.2 0.1
H 2.05937 -6.23368 0.13326 -0.1 -0.6 -0.1
H -0.18087 -6.21890 -1.03563 0.2 0.2 0.0
H -1.06489 -6.28684 0.47580 0.1 0.6 0.3
H -0.20923 -8.16511 0.87947 -0.1 -0.9 0.0
H 1.50259 -6.99878 2.17701 0.3 -0.1 0.5
C 0.48738 -0.65427 1.11352 0.3 0.3 2.2
C 0.26128 0.63825 0.36878 0.0 -0.7 0.8
O -0.35012 0.39618 -0.89379 0.3 0.4 1.0
O 1.41551 -1.55562 0.54156 -0.7 0.5 -0.7
H -0.42383 -1.10376 1.50817 -0.8 -0.6 -1.2
H 0.85891 -0.40422 2.10728 0.7 0.8 0.0
H 1.21493 1.16465 0.32927 0.1 0.1 -0.6
H -0.35838 1.22239 1.04915 -0.4 0.2 -0.4
H 0.17435 -0.36018 -1.16664 0.3 0.1 -1.1
H 1.62108 -2.16383 1.25529 0.4 -0.7 0.2
C -3.27705 -1.70405 -0.30285 3.0 -1.3 1.5
C -4.56947 -2.40943 -0.23356 -0.4 -0.1 -0.5
C -5.16734 -2.65377 1.21005 1.0 -0.7 -1.7
O -4.22179 -3.39262 1.98682 0.5 1.3 -0.1
C -4.57296 -3.50200 3.33780 -0.5 -0.7 0.6
N -5.36534 -1.55468 -1.08262 -2.8 0.2 0.1
H -3.14689 -0.91514 0.43795 -0.3 0.1 0.0
H -2.86454 -1.36065 -1.25154 -0.9 0.1 -0.3
H -2.55239 -2.47767 -0.04890 0.7 0.1 0.5
H -4.54488 -3.36065 -0.76524 0.6 -0.6 0.5
H -5.96404 -3.39476 1.14449 -0.9 0.7 -0.3
H -5.46370 -1.66990 1.57373 0.0 -0.1 0.6
H -4.41100 -2.64977 3.99779 0.6 0.4 -0.4
H -4.05389 -4.37505 3.73333 0.1 0.1 0.1
H -5.63784 -3.68452 3.48210 -0.4 -0.3 -0.3
H -5.13226 -1.74679 -2.04640 0.6 0.2 -0.2
H -6.28538 -1.97113 -1.06831 -0.9 0.4 0.1
C 4.39555 1.86539 2.97853 -1.1 -0.5 -0.8
C 3.16279 2.48573 2.22798 0.4 1.1 0.7
C 1.90523 2.67463 3.10820 0.0 -0.9 0.3
O 1.47126 1.39770 3.60220 -0.4 0.4 0.7
C 0.25966 1.45501 4.39051 0.4 -0.3 -0.8
N 3.61537 3.78975 1.66854 0.1 -0.3 0.6
H 4.15225 0.95819 3.53160 -0.4 0.0 0.0
H 4.88170 2.52440 3.69787 -0.1 0.3 -0.3
H 5.07306 1.52863 2.19388 0.4 0.3 0.2
H 2.89674 1.89628 1.35056 0.0 -0.4 0.2
H 1.07171 3.12757 2.57136 0.0 0.0 -0.5
H 2.08572 3.34752 3.94650 0.4 0.1 0.2
H 0.36519 1.68183 5.45141 0.7 0.3 0.1
H -0.17068 0.45422 4.35396 -0.1 0.0 -0.2
H -0.44786 2.16619 3.96422 -0.1 0.0 -0.1
H 2.86218 4.33633 1.27606 -0.5 -0.2 -0.4
H 3.91681 4.36022 2.44558 0.4 0.1 0.2
C 4.41129 -0.36212 -0.33864 -1.6 0.7 -0.5
C 5.74353 -0.41932 -0.95980 -0.1 -0.6 -0.3
C 5.70690 0.06686 -2.43356 -0.8 -1.8 0.1
O 4.61910 -0.66073 -3.17600 1.9 1.6 0.8
C 4.76832 -0.42259 -4.54670 0.2 0.0 -1.4
N 6.57272 0.36742 -0.10587 1.7 0.5 -0.1
H 4.38410 -0.35943 0.75102 0.3 -0.6 -0.1
H 3.74731 -1.08976 -0.80529 0.0 0.3 0.5
H 4.11515 0.64795 -0.62179 -1.0 0.2 0.1
H 6.05518 -1.46285 -0.91483 0.5 0.0 -0.3
H 6.67162 -0.18041 -2.87658 0.1 -0.1 -0.3
H 5.59140 1.14652 -2.52897 -0.5 0.1 0.1
H 5.12318 0.55239 -4.88075 -0.2 0.7 0.8
H 3.82472 -0.53947 -5.07968 -0.1 -0.4 0.3
H 5.53281 -1.03885 -5.01986 0.0 -0.8 0.2
H 7.50378 0.42524 -0.49303 0.5 -0.1 0.1
H 6.26803 1.33030 -0.09497 -0.4 0.3 0.1
C -0.11190 -2.61875 -2.15037 0.6 0.4 -0.3
C 1.13298 -2.18350 -2.99146 0.1 -0.8 0.3
C 0.88011 -1.71288 -4.45862 -0.1 0.7 2.0
O 0.62953 -2.69749 -5.38666 0.4 -1.6 -1.1
C 1.83731 -3.36869 -5.79201 0.1 0.1 0.1
N 1.82421 -1.11404 -2.28180 -0.4 0.2 0.1
H 0.21450 -3.17103 -1.26915 0.2 -0.1 0.0
H -0.84336 -3.24591 -2.66002 0.1 0.2 -0.3
H -0.58835 -1.73299 -1.73022 -0.4 -0.2 -0.4
H 1.80242 -3.04139 -2.92838 0.0 -0.5 -0.8
H 1.69109 -1.05965 -4.78063 0.3 0.0 0.1
H 0.01334 -1.06032 -4.35379 -0.2 0.0 -0.4
H 2.49533 -2.72419 -6.37487 0.0 0.5 0.1
H 1.69753 -4.22074 -6.45727 -0.9 0.0 0.2
H 2.40338 -3.74299 -4.93904 0.0 0.1 0.2
H 1.93392 -1.40646 -1.32130 -0.2 0.0 0.3
H 2.77722 -1.03355 -2.60643 0.1 0.3 -0.4
C -0.51812 5.85614 1.82527 0.2 -0.1 -0.2
C 0.05782 6.55097 0.58674 0.6 -1.6 0.3
C 0.34272 5.55507 -0.58561 0.7 0.1 1.3
O 1.36204 4.65306 -0.13583 0.6 0.6 -0.1
C 1.87274 3.85493 -1.19013 -1.5 -1.2 0.1
N -0.84682 7.59904 0.19278 0.4 -0.1 0.2
H -0.01689 4.94705 2.15755 0.4 0.1 -0.4
H -1.53139 5.53178 1.58826 -0.2 0.3 0.2
H -0.46585 6.55390 2.66103 -0.5 0.0 0.0
H 1.01360 6.99536 0.86441 0.2 0.0 -0.1
H 0.71067 6.13321 -1.43323 0.1 0.1 -0.3
H -0.52423 4.97935 -0.90973 -0.4 0.0 0.1
H 1.03727 3.19884 -1.43432 -0.2 -0.1 -0.8
H 2.60364 3.11417 -0.86585 0.5 0.7 0.4
H 2.17934 4.39983 -2.08298 0.2 0.2 0.2
H -1.74121 7.13435 0.12773 -0.4 0.4 -0.6
H -0.48188 7.88542 -0.70439 -0.8 0.5 -0.4
C -3.83240 4.26722 2.83190 1.1 -0.5 0.1
C -3.24358 3.12751 1.96579 -0.9 -1.0 1.2
C -3.67391 1.67400 2.39468 1.5 0.7 0.9
O -2.91050 1.15826 3.54754 -1.0 2.3 -1.4
C -3.12912 -0.17760 3.75536 0.0 -0.7 0.8
N -3.71032 3.27558 0.62080 -0.1 0.8 -0.2
H -4.92139 4.31409 2.83555 0.0 -0.1 -0.2
H -3.40610 5.20496 2.47549 -0.4 0.1 -0.2
H -3.46868 4.18968 3.85649 -0.2 -0.2 0.2
H -2.15595 3.16556 2.02672 0.1 0.1 -0.2
H -3.48618 1.02103 1.54234 0.1 -0.2 -0.1
H -4.74979 1.70310 2.56714 -0.2 -0.3 0.4
H -2.59013 -0.78140 3.02528 -0.1 -0.4 -0.2
H -4.18904 -0.43015 3.78502 -0.3 -0.1 -0.3
H -2.77398 -0.38623 4.76455 0.3 -0.3 0.0
H -4.69673 3.05896 0.60812 -0.4 0.2 -0.1
H -3.26921 2.62315 -0.01155 0.3 0.3 -0.3
C -1.28269 2.73486 -3.19727 -1.0 -0.2 -0.2
C -2.59391 1.91790 -2.98420 1.0 0.3 -0.5
C -2.57996 0.54883 -3.65732 0.4 0.0 -0.9
O -2.48732 0.65086 -5.10954 0.5 0.0 0.9
C -2.28561 -0.56614 -5.81816 -1.0 -0.4 -0.2
N -2.80015 1.77161 -1.54209 -0.2 -0.7 -0.9
H -1.11546 2.87525 -4.26517 0.0 0.3 0.0
H -0.38604 2.28096 -2.77526 -0.3 -0.5 0.0
H -1.40675 3.67650 -2.66246 0.0 0.2 -0.3
H -3.47546 2.38405 -3.42429 0.2 0.7 0.1
H -3.51429 0.07432 -3.35737 -0.2 -0.4 -0.2
H -1.73403 -0.00055 -3.24418 0.2 -0.4 -0.1
H -1.82031 -1.37733 -5.25819 0.2 0.2 0.3
H -1.76422 -0.46120 -6.76959 0.6 0.7 0.3
H -3.23856 -0.95324 -6.17890 -0.5 -0.1 0.3
H -3.67306 1.27619 -1.42945 -0.5 -0.1 0.2
H -2.11483 1.08750 -1.25499 0.5 -0.1 0.4


Energy above the lowest of the compared OMol25 structures with the same formula, charge and spin, respectively: 20.0, 524.9, 408.3, 213.4, 0.0, 338.1 kJ/mol.